Below is a molecular structure, C20H12BaCl5N3O4, with properties calculated with ωB97M-V/def2-TZVPD.

Geometry as XYZ:
```
45
Properties=species:S:1:pos:R:3:mulliken_charge:R:1
Ba 2.099 -1.472 0.230 1.8337
O 4.529 2.750 -3.574 -0.5320
C 3.408 3.397 -3.289 0.4288
O 3.134 4.459 -3.785 -0.5755
C 2.452 2.699 -2.381 0.0444
C 1.113 3.009 -2.261 0.2365
Cl 0.184 4.224 -2.995 -0.1240
N 0.556 2.145 -1.388 0.5594
N 1.481 1.295 -0.897 -0.5511
C 2.625 1.624 -1.482 0.3416
C 3.818 0.749 -1.203 0.4802
O 4.633 0.596 -2.116 -0.7773
O 3.841 0.193 -0.056 -0.9300
C -0.808 2.014 -0.983 0.0921
C -1.796 1.834 -1.935 -0.2012
C -3.110 1.687 -1.512 -0.7491
C -3.418 1.712 -0.160 -0.6896
C -2.412 1.889 0.780 -0.6446
C -1.098 2.041 0.370 -0.2840
H 4.582 1.879 -3.095 0.4485
H -1.539 1.813 -2.985 0.4864
H -3.893 1.547 -2.245 0.3933
H -4.443 1.589 0.164 0.4195
H -2.649 1.905 1.833 0.6159
H -0.297 2.173 1.086 0.4554
Cl -1.296 -5.760 -3.142 -0.0830
C -1.706 -5.155 -1.537 0.7193
Cl -3.211 -4.241 -1.572 -0.0754
Cl -1.796 -6.474 -0.370 -0.0821
C -0.631 -4.243 -1.103 -0.3872
N 0.193 -3.523 -0.769 -0.1125
Cl -3.739 -0.209 3.260 -0.2289
C -2.075 -0.727 3.090 0.3842
C -1.790 -1.979 2.583 -0.9212
C -0.473 -2.399 2.490 0.0369
C 0.612 -1.605 2.930 0.0870
C 1.980 -2.041 2.800 -1.8032
C 0.269 -0.308 3.386 -0.2427
C -1.042 0.114 3.484 -0.6354
H -2.600 -2.630 2.278 0.4427
H -0.266 -3.404 2.134 0.5250
H 2.105 -3.121 2.902 0.3876
H 2.687 -1.491 3.419 0.3632
H 1.061 0.351 3.725 0.3695
H -1.272 1.092 3.889 0.4786
```

As for the gap between HOMO and LUMO: 6.28 eV. The calculation puts the relative energy (zero: lowest compared OMol25 entry of this formula, charge and spin) at 55.0 kJ/mol. The spin multiplicity is 1. For the total energy, the calculation gives -3561.0713 a.u.


Below is 2 unconnected molecules or ions with the total composition C4H10O3 in a non-equilibrium geometry, with properties calculated with ωB97M-V/def2-TZVPD.

Geometry as XYZ:
```
17
Properties=species:S:1:pos:R:3:mulliken_charge:R:1
C -1.563 0.287 1.610 -1.4364
C -0.450 0.396 0.564 0.5947
O -0.276 -0.824 -0.153 -0.5672
C 0.844 0.876 1.195 -0.7442
C 2.020 0.641 0.242 -0.0388
O 2.254 1.413 -0.648 -0.4570
H -1.709 -0.759 1.910 0.3684
H -1.378 0.865 2.502 0.3616
H -2.558 0.445 1.176 0.3967
H -0.794 1.173 -0.129 0.1592
H -1.080 -1.314 -0.018 0.3124
H 1.047 0.300 2.110 0.3505
H 0.781 1.913 1.524 0.3792
H 2.441 -0.387 0.240 0.3131
O -1.878 -2.016 -2.407 -0.6092
H -0.990 -1.664 -2.483 0.3258
H -2.068 -2.627 -3.098 0.2912
```

As for the gap between HOMO and LUMO: 10.49 eV. The calculation puts the relative energy (zero: lowest compared OMol25 entry of this formula, charge and spin) at 138.4 kJ/mol. The SMILES is C[C@H](O)CC=O.O. The spin multiplicity is 1. For the total energy, the calculation gives -384.0969 a.u.


Below is C4H6O2 in the gas phase, with properties calculated with ωB97M-V/def2-TZVPD.

Geometry as XYZ:
```
12
Properties=species:S:1:pos:R:3:mulliken_charge:R:1
O 1.571 1.410 -0.056 -0.5000
C 1.712 0.234 -0.270 0.1003
O 1.181 -0.785 0.442 -0.3722
C -0.242 -0.751 0.622 -0.0750
C -0.932 -0.284 -0.615 -0.5561
C -0.923 0.579 0.623 -0.4061
H 2.307 -0.123 -1.120 0.4367
H -0.549 -1.602 1.224 0.3739
H -0.181 0.000 -1.349 0.2216
H -1.815 -0.726 -1.060 0.2632
H -0.216 1.400 0.584 0.2536
H -1.825 0.757 1.199 0.2601
```

As for the gap between HOMO and LUMO: 11.22 eV. The calculation puts the relative energy (zero: lowest compared OMol25 entry of this formula, charge and spin) at 201.0 kJ/mol. The SMILES is O=COC1CC1. The spin multiplicity is 1. For the total energy, the calculation gives -306.4297 a.u.


Below is C13H22N2O in the gas phase in a non-equilibrium geometry, with properties calculated with ωB97M-V/def2-TZVPD.

Geometry as XYZ:
```
38
Properties=species:S:1:pos:R:3:mulliken_charge:R:1
O -3.267 -1.291 0.189 -0.7205
C -2.075 -1.047 0.025 -0.3336
N -1.186 -1.854 0.620 -0.1300
C 0.110 -1.228 0.747 0.8902
C 1.270 -1.991 0.051 -1.1859
C 2.634 -1.290 0.314 -0.5108
C 2.867 -1.186 1.792 -0.7945
C 1.767 -0.388 2.500 -0.4169
C 0.419 -1.101 2.246 -1.6890
N -0.047 0.093 0.159 -0.1010
C -1.380 0.209 -0.501 1.4582
C -1.085 0.093 -2.007 -1.1518
C -0.324 1.279 -2.614 -0.5788
C -1.102 2.537 -2.275 -0.7121
C -1.433 2.714 -0.776 -0.5170
C -2.146 1.528 -0.222 -1.0470
H -1.533 -2.499 1.349 0.3597
H 1.119 -2.018 -1.033 0.1680
H 1.312 -3.025 0.415 0.3399
H 3.504 -1.837 -0.137 0.3461
H 2.614 -0.314 -0.197 0.2835
H 3.816 -0.712 1.969 0.3820
H 2.909 -2.173 2.216 0.3187
H 1.775 0.651 2.116 0.3046
H 1.986 -0.380 3.588 0.3555
H 0.432 -2.103 2.626 0.6201
H -0.381 -0.607 2.778 0.3353
H 0.065 0.777 0.898 0.3199
H -0.537 -0.822 -2.254 0.3215
H -2.060 -0.030 -2.555 0.4234
H 0.673 1.315 -2.214 0.2557
H -0.147 1.156 -3.693 0.3620
H -2.073 2.527 -2.823 0.2982
H -0.566 3.409 -2.660 0.3917
H -2.017 3.623 -0.632 0.3899
H -0.461 2.821 -0.244 0.2779
H -3.163 1.447 -0.612 0.3826
H -2.288 1.718 0.850 0.3045
```

As for the gap between HOMO and LUMO: 9.71 eV. The calculation puts the relative energy (zero: lowest compared OMol25 entry of this formula, charge and spin) at 0.0 kJ/mol. The SMILES is O=C1N[C@]2(CCCCC2)N[C@]12CCCCC2. The spin multiplicity is 1. For the total energy, the calculation gives -693.3395 a.u.